The following is a DFT calculation (the ωB97M-V functional and the def2-TZVPD basis) of a cluster of 11 separate species, C72H162F4N11O8S4 in total at a distorted geometry.

Spin multiplicity: 2
Charge: +8
Expectation value of S²: 0.762
E: -6033.13733 Ha
Kohn-Sham gap (alpha / beta): 0.3174 / 0.1457 Ha
LUMO energy (alpha / beta): -14.720 / -19.392 eV
Max |F|: 0.2637 Eh/bohr

Each atom is followed by the atoms it is bonded to, with distances in Å.
Atoms and positions in Å:
1 C 17.96 -22.60 -16.23  C2 1.602, H10 1.090, H11 1.090, H12 1.090
2 C 17.49 -21.80 -14.93  C1 1.602, C3 1.500, H13 1.090, H14 1.090
3 C 18.13 -22.42 -13.72  C2 1.500, N4 1.583, H15 1.090, H16 1.090
4 N 17.47 -22.00 -12.35  C3 1.583, C5 1.477, C6 1.600, C9 1.522
5 C 16.22 -22.70 -11.99  N4 1.477, H17 1.090, H18 1.090, H19 1.090
6 C 18.51 -22.10 -11.14  N4 1.600, C7 1.578, H20 1.090, H21 1.090
7 C 19.47 -20.84 -11.17  C6 1.578, C8 1.516, H22 1.090, H23 1.090
8 C 18.62 -19.88 -11.98  C7 1.516, C9 1.526, H24 1.090, H25 1.090
9 C 17.25 -20.50 -12.21  N4 1.522, C8 1.526, H26 1.090, H27 1.090
10 H 18.07 -23.66 -15.99  C1 1.090
11 H 18.95 -22.32 -16.59  C1 1.090
12 H 17.33 -22.42 -17.10  C1 1.090
13 H 16.40 -21.73 -15.03  C2 1.090
14 H 17.85 -20.77 -14.93  C2 1.090
15 H 19.17 -22.12 -13.65  C3 1.090
16 H 17.96 -23.49 -13.63  C3 1.090
17 H 15.84 -22.33 -11.04  C5 1.090
18 H 16.47 -23.75 -11.90  C5 1.090
19 H 15.37 -22.65 -12.67  C5 1.090
20 H 17.78 -22.19 -10.33  C6 1.090
21 H 19.05 -23.04 -11.16  C6 1.090
22 H 19.61 -20.43 -10.17  C7 1.090
23 H 20.46 -21.06 -11.55  C7 1.090
24 H 18.62 -18.88 -11.54  C8 1.090
25 H 18.96 -19.68 -12.99  C8 1.090
26 H 16.64 -20.31 -11.32  C9 1.090
27 H 16.61 -20.09 -12.99  C9 1.090
28 C 20.11 -18.18 -5.44  C29 1.484, H37 1.090, H38 1.090, H39 1.090
29 C 19.90 -16.81 -4.92  C28 1.484, C30 1.567, H40 1.090, H41 1.090
30 C 21.16 -15.89 -4.77  C29 1.567, N31 1.601, H42 1.090, H43 1.090
31 N 20.87 -14.46 -4.11  C30 1.601, C32 1.563, C33 1.534, C36 1.553
32 C 19.86 -13.64 -4.98  N31 1.563, H44 1.090, H45 1.090, H46 1.090
33 C 22.17 -13.66 -3.95  N31 1.534, C34 1.582, H47 1.090, H48 1.090
34 C 22.25 -13.05 -2.50  C33 1.582, C35 1.504, H49 1.090, H50 1.090
35 C 20.89 -13.31 -1.91  C34 1.504, C36 1.591, H51 1.090, H52 1.090
36 C 20.37 -14.62 -2.65  N31 1.553, C35 1.591, H53 1.090, H54 1.090
37 H 20.80 -18.79 -4.85  C28 1.090
38 H 20.66 -18.24 -6.38  C28 1.090
39 H 19.30 -18.87 -5.65  C28 1.090
40 H 19.49 -16.80 -3.91  C29 1.090
41 H 19.15 -16.41 -5.59  C29 1.090
42 H 21.54 -15.79 -5.78  C30 1.090
43 H 21.94 -16.19 -4.06  C30 1.090
44 H 19.79 -12.62 -4.59  C32 1.090
45 H 18.87 -14.10 -4.88  C32 1.090
46 H 20.20 -13.61 -6.01  C32 1.090
47 H 22.12 -12.89 -4.73  C33 1.090
48 H 23.02 -14.29 -4.17  C33 1.090
49 H 22.55 -12.01 -2.62  C34 1.090
50 H 22.98 -13.53 -1.85  C34 1.090
51 H 20.22 -12.52 -2.24  C35 1.090
52 H 20.89 -13.37 -0.83  C35 1.090
53 H 19.34 -14.96 -2.58  C36 1.090
54 H 20.97 -15.42 -2.22  C36 1.090
55 C 26.57 -19.57 -8.81  C56 1.545, H64 1.090, H65 1.090, H66 1.090
56 C 25.95 -18.22 -9.23  C55 1.545, C57 1.633, H67 1.090, H68 1.090
57 C 24.72 -18.49 -10.27  C56 1.633, N58 1.545, H69 1.090, H70 1.090
58 N 23.67 -17.35 -10.26  C57 1.545, C59 1.515, C60 1.515, C63 1.549
59 C 24.22 -16.18 -11.03  N58 1.515, H71 1.090, H72 1.090, H73 1.090
60 C 23.14 -16.96 -8.89  N58 1.515, C61 1.507, H74 1.090, H75 1.090
61 C 21.75 -16.43 -9.11  C60 1.507, C62 1.467, H76 1.090, H77 1.090
62 C 21.22 -17.40 -10.07  C61 1.467, C63 1.536, H78 1.090, H79 1.090
63 C 22.38 -17.82 -10.99  N58 1.549, C62 1.536, H80 1.090, H81 1.090
64 H 26.77 -20.14 -9.71  C55 1.090
65 H 26.02 -20.14 -8.06  C55 1.090
66 H 27.62 -19.49 -8.51  C55 1.090
67 H 26.67 -17.58 -9.74  C56 1.090
68 H 25.56 -17.84 -8.28  C56 1.090
69 H 24.09 -19.37 -10.15  C57 1.090
70 H 25.00 -18.46 -11.32  C57 1.090
71 H 23.65 -15.25 -10.96  C59 1.090
72 H 24.66 -16.55 -11.96  C59 1.090
73 H 25.08 -15.96 -10.40  C59 1.090
74 H 23.81 -16.23 -8.44  C60 1.090
75 H 23.08 -17.90 -8.34  C60 1.090
76 H 21.91 -15.42 -9.51  C61 1.090
77 H 21.20 -16.34 -8.17  C61 1.090
78 H 20.36 -17.05 -10.63  C62 1.090
79 H 20.95 -18.29 -9.50  C62 1.090
80 H 22.34 -17.32 -11.96  C63 1.090
81 H 22.38 -18.88 -11.21  C63 1.090
82 C 5.38 -21.32 -7.97  C83 1.555, H91 1.090, H92 1.090, H93 1.090
83 C 6.20 -20.55 -6.90  C82 1.555, C84 1.554, H94 1.090, H95 1.090
84 C 7.21 -19.53 -7.48  C83 1.554, N85 1.554, H96 1.090, H97 1.090
85 N 8.34 -19.07 -6.51  C84 1.554, C86 1.532, C87 1.571, C90 1.577
86 C 7.77 -18.65 -5.15  N85 1.532, H98 1.090, H99 1.090, H100 1.090
87 C 9.38 -20.21 -6.27  N85 1.571, C88 1.552, H101 1.090, H102 1.090
88 C 10.73 -19.53 -5.93  C87 1.552, C89 1.565, H103 1.090, H104 1.090
89 C 10.71 -18.02 -6.34  C88 1.565, C90 1.602, H105 1.090, H106 1.090
90 C 9.27 -17.91 -7.04  N85 1.577, C89 1.602, H107 1.090, H108 1.090
91 H 4.55 -21.69 -7.37  C82 1.090
92 H 5.95 -22.06 -8.53  C82 1.090
93 H 4.97 -20.63 -8.72  C82 1.090
94 H 6.59 -21.28 -6.20  C83 1.090
95 H 5.42 -20.09 -6.28  C83 1.090
96 H 6.59 -18.64 -7.47  C84 1.090
97 H 7.79 -19.67 -8.39  C84 1.090
98 H 8.58 -18.45 -4.45  C86 1.090
99 H 7.10 -19.43 -4.79  C86 1.090
100 H 7.24 -17.74 -5.41  C86 1.090
101 H 9.01 -20.89 -5.50  C87 1.090
102 H 9.49 -20.71 -7.23  C87 1.090
103 H 10.89 -19.54 -4.85  C88 1.090
104 H 11.58 -20.09 -6.31  C88 1.090
105 H 10.70 -17.34 -5.49  C89 1.090
106 H 11.47 -17.57 -6.99  C89 1.090
107 H 8.74 -16.96 -7.06  C90 1.090
108 H 9.62 -18.13 -8.05  C90 1.090
109 C 12.99 -21.31 -9.50  C110 1.557, H118 1.090, H119 1.090, H120 1.090
110 C 13.68 -21.51 -8.12  C109 1.557, C111 1.540, H121 1.090, H122 1.090
111 C 13.00 -22.68 -7.38  C110 1.540, N112 1.565, H123 1.090, H124 1.090
112 N 14.01 -23.70 -6.76  C111 1.565, C113 1.494, C114 1.519, C117 1.539
113 C 13.21 -24.73 -6.03  N112 1.494, H125 1.090, H126 1.090, H127 1.090
114 C 14.98 -23.11 -5.75  N112 1.519, C115 1.601, H128 1.090, H129 1.090
115 C 16.44 -23.71 -6.01  C114 1.601, C116 1.505, H130 1.090, H131 1.090
116 C 16.26 -24.79 -7.04  C115 1.505, C117 1.568, H132 1.090, H133 1.090
117 C 14.96 -24.32 -7.79  N112 1.539, C116 1.568, H134 1.090, H135 1.090
118 H 13.16 -22.17 -10.15  C109 1.090
119 H 13.34 -20.33 -9.82  C109 1.090
120 H 11.91 -21.30 -9.33  C109 1.090
121 H 13.64 -20.57 -7.57  C110 1.090
122 H 14.75 -21.51 -8.28  C110 1.090
123 H 12.47 -23.30 -8.10  C111 1.090
124 H 12.24 -22.34 -6.67  C111 1.090
125 H 13.97 -25.42 -5.68  C113 1.090
126 H 12.47 -25.15 -6.71  C113 1.090
127 H 12.78 -24.17 -5.19  C113 1.090
128 H 14.60 -23.06 -4.73  C114 1.090
129 H 15.06 -22.09 -6.12  C114 1.090
130 H 16.89 -24.21 -5.15  C115 1.090
131 H 16.99 -22.78 -6.17  C115 1.090
132 H 16.09 -25.69 -6.45  C116 1.090
133 H 17.15 -25.13 -7.56  C116 1.090
134 H 14.42 -25.04 -8.41  C117 1.090
135 H 15.15 -23.69 -8.66  C117 1.090
136 C 16.52 -22.29 -1.22  C137 1.538, H145 1.090, H146 1.090, H147 1.090
137 C 16.68 -20.84 -1.71  C136 1.538, C138 1.530, H148 1.090, H149 1.090
138 C 16.28 -20.68 -3.18  C137 1.530, N139 1.527, H150 1.090, H151 1.090
139 N 16.17 -19.22 -3.61  C138 1.527, C140 1.568, C141 1.595, C144 1.565
140 C 17.52 -18.49 -3.30  N139 1.568, H152 1.090, H153 1.090, H154 1.090
141 C 15.83 -18.92 -5.14  N139 1.595, C142 1.491, H155 1.090, H156 1.090
142 C 15.21 -17.57 -5.02  C141 1.491, C143 1.522, H157 1.090, H158 1.090
143 C 14.34 -17.58 -3.77  C142 1.522, C144 1.559, H159 1.090, H160 1.090
144 C 15.04 -18.54 -2.77  N139 1.565, C143 1.559, H161 1.090, H162 1.090
145 H 16.79 -23.05 -1.95  C136 1.090
146 H 15.45 -22.44 -1.04  C136 1.090
147 H 17.02 -22.54 -0.29  C136 1.090
148 H 17.75 -20.68 -1.65  C137 1.090
149 H 16.15 -20.23 -0.97  C137 1.090
150 H 15.27 -21.00 -3.40  C138 1.090
151 H 16.91 -21.24 -3.88  C138 1.090
152 H 17.52 -17.47 -3.67  C140 1.090
153 H 18.35 -19.04 -3.74  C140 1.090
154 H 17.87 -18.56 -2.26  C140 1.090
155 H 16.76 -19.09 -5.68  C141 1.090
156 H 15.13 -19.68 -5.48  C141 1.090
157 H 16.08 -16.91 -5.06  C142 1.090
158 H 14.67 -17.25 -5.92  C142 1.090
159 H 14.14 -16.57 -3.41  C143 1.090
160 H 13.40 -18.13 -3.86  C143 1.090
161 H 15.21 -18.21 -1.74  C144 1.090
162 H 14.25 -19.26 -2.55  C144 1.090
163 C 18.79 -14.88 -13.21  C164 1.627, H172 1.090, H173 1.090, H174 1.090
164 C 17.51 -15.65 -13.84  C163 1.627, C165 1.515, H175 1.090, H176 1.090
165 C 16.28 -15.19 -13.09  C164 1.515, N166 1.517, H177 1.090, H178 1.090
166 N 15.00 -15.61 -13.78  C165 1.517, C167 1.516, C168 1.583, C171 1.579
167 C 14.95 -17.12 -13.89  N166 1.516, H179 1.090, H180 1.090, H181 1.090
168 C 14.77 -14.99 -15.22  N166 1.583, C169 1.521, H182 1.090, H183 1.090
169 C 13.33 -14.51 -15.33  C168 1.521, C170 1.549, H184 1.090, H185 1.090
170 C 12.60 -15.15 -14.12  C169 1.549, C171 1.522, H186 1.090, H187 1.090
171 C 13.68 -15.14 -13.04  N166 1.579, C170 1.522, H188 1.090, H189 1.090
172 H 19.17 -15.30 -12.28  C163 1.090
173 H 18.57 -13.81 -13.24  C163 1.090
174 H 19.64 -15.14 -13.85  C163 1.090
175 H 17.64 -16.74 -13.81  C164 1.090
176 H 17.35 -15.34 -14.88  C164 1.090
177 H 16.27 -14.10 -13.01  C165 1.090
178 H 16.25 -15.56 -12.07  C165 1.090
179 H 13.98 -17.44 -14.28  C167 1.090
180 H 14.91 -17.64 -12.93  C167 1.090
181 H 15.74 -17.59 -14.47  C167 1.090
182 H 14.99 -15.71 -16.00  C168 1.090
183 H 15.45 -14.14 -15.35  C168 1.090
184 H 12.78 -14.76 -16.24  C169 1.090
185 H 13.37 -13.43 -15.23  C169 1.090
186 H 12.29 -16.18 -14.24  C170 1.090
187 H 11.73 -14.53 -13.92  C170 1.090
188 H 13.60 -15.73 -12.13  C171 1.090
189 H 13.88 -14.16 -12.60  C171 1.090
190 C 14.26 -9.99 -4.07  C191 1.485, H199 1.090, H200 1.090, H201 1.090
191 C 13.96 -11.10 -5.01  C190 1.485, C192 1.564, H202 1.090, H203 1.090
192 C 15.20 -11.57 -5.85  C191 1.564, N193 1.524, H204 1.090, H205 1.090
193 N 14.98 -12.82 -6.69  C192 1.524, C194 1.533, C195 1.564, C198 1.536
194 C 14.67 -14.04 -5.81  N193 1.533, H206 1.090, H207 1.090, H208 1.090
195 C 16.25 -13.26 -7.50  N193 1.564, C196 1.521, H209 1.090, H210 1.090
196 C 15.86 -13.19 -8.97  C195 1.521, C197 1.440, H211 1.090, H212 1.090
197 C 14.43 -13.35 -8.95  C196 1.440, C198 1.504, H213 1.090, H214 1.090
198 C 13.96 -12.52 -7.79  N193 1.536, C197 1.504, H215 1.090, H216 1.090
199 H 13.24 -9.73 -3.78  C190 1.090
200 H 14.62 -9.14 -4.66  C190 1.090
201 H 14.95 -10.30 -3.29  C190 1.090
202 H 13.11 -10.96 -5.68  C191 1.090
203 H 13.61 -11.86 -4.31  C191 1.090
204 H 15.94 -11.86 -5.11  C192 1.090
205 H 15.60 -10.75 -6.45  C192 1.090
206 H 13.61 -13.95 -5.54  C194 1.090
207 H 15.40 -14.06 -5.00  C194 1.090
208 H 14.73 -15.01 -6.31  C194 1.090
209 H 16.81 -14.15 -7.22  C195 1.090
210 H 16.96 -12.44 -7.40  C195 1.090
211 H 16.45 -13.86 -9.58  C196 1.090
212 H 16.23 -12.27 -9.43  C196 1.090
213 H 14.11 -14.39 -8.82  C197 1.090
214 H 14.01 -13.17 -9.94  C197 1.090
215 H 12.97 -12.86 -7.53  C198 1.090
216 H 13.97 -11.45 -8.04  C198 1.090
217 C 24.72 -10.69 -11.90  C218 1.532, H226 1.090, H227 1.090, H228 1.090
218 C 23.82 -11.06 -10.72  C217 1.532, C219 1.513, H229 1.090, H230 1.090
219 C 22.40 -10.61 -10.99  C218 1.513, N220 1.554, H231 1.090, H232 1.090
220 N 21.28 -11.07 -10.02  C219 1.554, C221 1.546, C222 1.509, C225 1.612
221 C 21.56 -10.42 -8.64  N220 1.546, H233 1.090, H234 1.090, H235 1.090
222 C 19.93 -10.65 -10.57  N220 1.509, C223 1.536, H236 1.090, H237 1.090
223 C 18.84 -11.55 -9.97  C222 1.536, C224 1.510, H238 1.090, H239 1.090
224 C 19.54 -12.88 -9.83  C223 1.510, C225 1.554, H240 1.090, H241 1.090
225 C 21.08 -12.66 -9.89  N220 1.612, C224 1.554, H242 1.090, H243 1.090
226 H 25.70 -11.17 -11.88  C217 1.090
227 H 25.03 -9.64 -11.87  C217 1.090
228 H 24.19 -10.97 -12.81  C217 1.090
229 H 24.18 -10.74 -9.75  C218 1.090
230 H 23.80 -12.15 -10.61  C218 1.090
231 H 22.09 -10.97 -11.97  C219 1.090
232 H 22.21 -9.54 -11.08  C219 1.090
233 H 22.44 -10.96 -8.28  C221 1.090
234 H 20.68 -10.28 -8.02  C221 1.090
235 H 21.97 -9.41 -8.64  C221 1.090
236 H 19.81 -9.57 -10.52  C222 1.090
237 H 20.01 -10.84 -11.64  C222 1.090
238 H 18.68 -11.15 -8.97  C223 1.090
239 H 18.04 -11.54 -10.71  C223 1.090
240 H 19.14 -13.47 -9.01  C224 1.090
241 H 19.31 -13.49 -10.70  C224 1.090
242 H 21.64 -12.91 -8.99  C225 1.090
243 H 21.38 -13.10 -10.84  C225 1.090
244 N 16.31 -16.41 -8.03  S245 1.651, S249 1.506
245 S 17.63 -16.88 -8.90  N244 1.651, O246 1.456, O247 1.476, F248 1.625, S249 2.255
246 O 17.85 -16.36 -10.25  S245 1.456
247 O 18.34 -18.14 -8.64  S245 1.476
248 F 18.58 -15.87 -8.06  S245 1.625
249 S 15.43 -17.37 -8.80  N244 1.506, S245 2.255, O250 1.424, O251 1.499, F252 1.608
250 O 15.57 -18.75 -8.48  S249 1.424
251 O 15.03 -16.99 -10.20  S249 1.499
252 F 14.08 -16.93 -8.04  S249 1.608
253 N 9.75 -16.86 -10.37  S254 1.488, S258 1.640
254 S 10.87 -17.73 -10.82  N253 1.488, O255 1.398, O256 1.463, F257 1.630, S258 2.281
255 O 11.63 -18.44 -9.88  S254 1.398
256 O 11.36 -17.46 -12.17  S254 1.463
257 F 9.93 -18.97 -11.32  S254 1.630
258 S 10.70 -15.53 -10.27  N253 1.640, S254 2.281, O259 1.482, O260 1.475, F261 1.630
259 O 10.89 -14.80 -11.55  S258 1.482
260 O 11.95 -15.54 -9.48  S258 1.475
261 F 9.80 -14.51 -9.36  S258 1.630

Results of the Mulliken charge analysis, in e, for atoms 1 through 4:
1. C -1.326
2. C -0.203
3. C -0.561
4. N 0.273